1.
{
  "formula": "C14H25FeNO4P2S",
  "method": "ωB97M-V with the def2-TZVPD basis set",
  "elements": ["Fe", "H", "H", "P", "P", "C", "H", "H", "H", "C", "H", "H", "H", "C", "H", "H", "H", "C", "H", "H", "H", "C", "H", "H", "H", "C", "H", "H", "H", "C", "O", "H", "O", "C", "N", "S", "O", "O", "C", "C", "C", "C", "C", "C", "H", "H", "H", "H"],
  "coordinates": [[-1.06128, -0.28931, -0.42456], [-2.41492, -0.71507, -1.26309], [-2.08946, -0.07367, -1.71303], [-1.66244, -2.39916, -0.12311], [-0.40905, 1.29191, -1.79431], [-0.20675, 2.83712, -0.83785], [0.15191, 3.63401, -1.50716], [-1.16660, 3.11615, -0.38384], [0.53106, 2.65950, -0.04166], [1.16958, 1.20280, -2.69600], [1.16978, 0.26804, -3.27506], [1.29473, 2.06405, -3.37954], [2.01953, 1.16102, -1.99965], [-1.54116, 1.68463, -3.17879], [-2.54171, 1.90121, -2.78212], [-1.15306, 2.53726, -3.75204], [-1.59447, 0.79053, -3.81679], [-0.22513, -3.50040, 0.01237], [-0.56745, -4.50387, 0.29620], [0.26876, -3.51931, -0.96664], [0.46176, -3.08552, 0.76110], [-2.44423, -2.47226, 1.52292], [-3.35681, -1.86254, 1.53765], [-2.69361, -3.51818, 1.74986], [-1.74617, -2.09452, 2.28292], [-2.84071, -3.29733, -1.20952], [-2.40001, -3.38371, -2.20979], [-3.05012, -4.30200, -0.81626], [-3.78311, -2.74156, -1.28528], [-2.30197, 0.52273, 0.64149], [-3.28514, 1.06861, 0.96372], [-0.77071, -1.49592, -1.40424], [2.28441, -0.83276, -0.71742], [1.84174, -0.18459, 0.23610], [0.47846, -0.17420, 0.60767], [0.34291, -0.01650, 2.29342], [-0.77452, 0.84200, 2.59796], [0.44094, -1.32846, 2.90733], [1.88893, 0.87546, 2.35768], [2.33186, 1.72619, 3.35940], [3.50447, 2.45674, 3.14777], [4.25755, 2.23624, 1.97368], [3.83695, 1.32823, 1.00423], [2.58835, 0.70275, 1.16897], [1.73691, 1.80502, 4.27227], [3.83792, 3.17910, 3.89927], [5.18713, 2.80627, 1.85231], [4.45494, 1.09330, 0.13146]],
  "nbo_charge": [0.318, 0.023, 0.080, 1.156, 1.003, -0.939, 0.261, 0.248, 0.269, -0.939, 0.259, 0.249, 0.279, -0.947, 0.246, 0.262, 0.251, -0.955, 0.254, 0.262, 0.281, -0.963, 0.249, 0.266, 0.287, -0.945, 0.260, 0.271, 0.256, 0.551, -0.401, 0.034, -0.551, 0.411, -0.748, 2.240, -0.908, -0.900, -0.295, -0.195, -0.236, -0.165, -0.216, -0.159, 0.236, 0.232, 0.230, 0.237],
  "multiplicity": 6,
  "s_squared": 8.832,
  "charge": 1,
  "e_tot_ev": -88390.2467
}

2.
{
  "formula": "C22H60O10",
  "method": "ωB97M-V with the def2-TZVPD basis set",
  "elements": ["C", "C", "C", "O", "H", "H", "H", "H", "H", "H", "H", "H", "C", "C", "C", "O", "H", "H", "H", "H", "H", "H", "H", "H", "C", "C", "C", "O", "H", "H", "H", "H", "H", "H", "H", "H", "C", "C", "C", "O", "H", "H", "H", "H", "H", "H", "H", "H", "C", "C", "C", "O", "H", "H", "H", "H", "H", "H", "H", "H", "C", "C", "C", "O", "H", "H", "H", "H", "H", "H", "H", "H", "O", "C", "C", "O", "H", "H", "H", "H", "H", "H", "O", "C", "C", "O", "H", "H", "H", "H", "H", "H"],
  "coordinates": [[-36.56135, -4.53212, 5.99204], [-35.38499, -3.98733, 5.41118], [-34.13615, -4.93141, 5.46580], [-35.49650, -3.70181, 4.07177], [-36.87803, -5.42497, 5.53930], [-37.32096, -3.71802, 6.01470], [-36.34618, -4.95615, 6.89382], [-35.13418, -3.05895, 5.77148], [-34.25174, -5.83777, 5.14325], [-33.80031, -5.06096, 6.41864], [-33.38023, -4.34320, 5.10291], [-35.01987, -2.99942, 3.75186], [-27.68559, -0.53992, 1.59536], [-28.52441, -0.14635, 2.77726], [-29.85818, 0.28376, 2.29380], [-28.67860, -1.29037, 3.64357], [-28.07856, -1.28593, 1.03262], [-26.78399, -0.72263, 1.93198], [-27.36610, 0.42620, 0.91312], [-28.12893, 0.78574, 3.29670], [-30.55474, -0.59601, 1.81607], [-29.68025, 1.29294, 1.80293], [-30.33673, 0.55520, 3.29506], [-28.16526, -1.25603, 4.34735], [-28.90496, -4.49099, 2.37701], [-30.33466, -3.91844, 2.20705], [-31.40462, -4.94167, 2.29106], [-30.74411, -2.89063, 2.98744], [-28.81481, -4.81296, 3.38092], [-28.12490, -3.66182, 2.12422], [-28.40838, -5.23579, 1.72542], [-30.46499, -3.44330, 1.25127], [-32.38141, -4.71623, 2.12697], [-31.41973, -5.45976, 3.13213], [-31.15507, -5.54637, 1.47818], [-30.03187, -2.45896, 3.19688], [-39.04276, -0.66267, 5.60412], [-38.19829, 0.34395, 5.26102], [-38.60528, 1.08951, 3.95338], [-38.24216, 1.31467, 6.25325], [-40.05534, -0.13011, 5.70590], [-39.08628, -1.41652, 6.51089], [-38.92036, -1.39847, 4.77502], [-37.00213, 0.11233, 5.15820], [-38.11968, 2.01471, 3.83650], [-39.74518, 1.13657, 3.67809], [-37.98773, 0.61587, 3.15319], [-37.66381, 0.88170, 6.92160], [-36.43369, 2.20163, -0.99272], [-35.02599, 1.71749, -1.00424], [-34.26300, 2.10437, -2.24805], [-34.44079, 2.30484, 0.13465], [-36.91156, 1.86561, -0.24170], [-37.07232, 1.63697, -1.82026], [-36.36235, 3.25456, -1.06567], [-34.88080, 0.64752, -1.14612], [-33.92477, 3.12954, -2.09469], [-34.76579, 1.81712, -3.09869], [-33.35351, 1.65221, -2.35911], [-34.88000, 1.81373, 0.78270], [-32.22073, 1.48880, 5.94592], [-31.53270, 2.55781, 6.88055], [-30.47310, 2.18863, 7.81011], [-31.13554, 3.74380, 6.11308], [-32.51448, 0.63131, 6.70030], [-31.62435, 1.19804, 5.16971], [-33.10931, 1.65666, 5.53160], [-32.18972, 3.01677, 7.50248], [-30.02261, 2.96439, 8.52323], [-29.68463, 1.88706, 7.19725], [-30.57142, 1.38604, 8.44469], [-30.88271, 4.33429, 6.67802], [-37.05723, -2.04473, 1.63224], [-36.44820, -2.24010, 0.23674], [-37.64886, -1.98709, -0.69607], [-37.09336, -1.92355, -1.94987], [-37.63811, -2.69239, 1.81644], [-35.66508, -1.49467, 0.00877], [-35.95237, -3.24658, 0.47668], [-38.42430, -1.42073, -0.49586], [-38.25497, -2.92844, -0.52806], [-37.91013, -1.70360, -2.54311], [-33.19131, -1.99649, 3.56329], [-33.75145, -1.26925, 2.55804], [-34.80629, -0.33867, 3.15770], [-35.52821, 0.27064, 2.19946], [-32.18738, -2.48091, 3.33447], [-32.91819, -0.64738, 2.07094], [-34.35053, -1.81307, 1.74970], [-34.09390, 0.34874, 3.81184], [-35.72561, -0.84169, 3.68590], [-36.21175, -0.48774, 1.99536]],
  "mulliken_charge": [-1.689, 1.080, -1.801, -0.526, 0.430, 0.177, 0.484, 0.311, 0.574, 0.633, 0.145, 0.109, -1.680, 0.583, -0.438, -0.499, 0.371, 0.576, 0.300, 0.394, 0.125, 0.385, -0.303, 0.187, -1.197, 0.955, -2.236, -0.429, 0.365, 0.168, 0.385, 0.208, 0.554, 0.555, 0.511, 0.062, -1.086, 1.053, -0.993, -0.598, 0.284, 0.277, 0.166, -0.088, 0.397, 0.285, 0.081, 0.354, -1.270, 1.102, -1.858, -0.594, 0.499, 0.203, 0.339, -0.023, 0.403, 0.403, 0.495, 0.250, -0.343, 0.393, -1.578, -0.552, 0.288, -0.453, 0.484, 0.314, 0.320, 0.411, 0.416, 0.279, -0.560, -0.044, -0.823, -0.555, 0.243, -0.066, 0.397, 0.689, 0.391, 0.344, -0.368, 0.421, 0.718, -0.171, 0.322, -0.015, -0.292, -0.571, 0.040, 0.008],
  "e_above_lowest_kj_mol": 1353.9
}

3.
{
  "formula": "C4H10O2",
  "method": "ωB97M-V with the def2-TZVPD basis set",
  "elements": ["C", "C", "O", "C", "C", "O", "H", "H", "H", "H", "H", "H", "H", "H", "H", "H"],
  "coordinates": [[-1.91172, -0.95576, -0.24201], [-1.03397, 0.22340, 0.09064], [-1.35663, 1.36580, -0.17253], [0.29067, -0.01836, 0.81481], [1.28303, -0.79717, -0.05225], [0.84296, 1.21368, 1.19258], [-1.46486, -1.56016, -1.03915], [-2.03025, -1.60241, 0.63406], [-2.88773, -0.59451, -0.57119], [0.06416, -0.61521, 1.71399], [1.46427, -0.27273, -0.99576], [0.93774, -1.81412, -0.26741], [2.23389, -0.86121, 0.48426], [0.22192, 1.88565, 0.85644], [1.67410, 2.09608, -0.86626], [1.67243, 2.30703, -1.58023]],
  "nbo_charge": [-0.725, 0.586, -0.555, -0.003, -0.624, -0.715, 0.241, 0.233, 0.243, 0.179, 0.220, 0.208, 0.229, 0.492, 0.006, -0.014],
  "e_above_lowest_kj_mol": 128.5
}

4.
{
  "formula": "C17H32AlBr6CsF5NO12V",
  "method": "ωB97M-V with the def2-TZVPD basis set",
  "elements": ["C", "O", "C", "C", "C", "C", "C", "C", "C", "C", "F", "F", "C", "F", "F", "F", "C", "O", "C", "O", "O", "H", "H", "H", "H", "H", "H", "H", "H", "H", "H", "H", "H", "H", "H", "H", "H", "H", "O", "H", "H", "H", "Br", "C", "C", "Br", "H", "H", "H", "H", "C", "C", "O", "H", "H", "H", "H", "H", "N", "O", "O", "O", "C", "Br", "Br", "Br", "H", "O", "H", "H", "O", "V", "O", "Cs", "Br", "Al"],
  "coordinates": [[-0.10391, -0.49597, 4.23414], [-1.46715, -0.83850, 4.09986], [-2.35037, 0.22633, 3.82709], [-3.02780, 0.12158, 2.43191], [-2.42682, -0.93275, 1.51747], [-1.06649, -0.55166, 0.93393], [-1.16933, 0.28339, -0.36378], [-0.46106, 1.62261, -0.17237], [-0.70124, 2.58984, -1.32487], [-0.35989, 1.98891, -2.69776], [-1.43528, 1.32595, -3.14046], [0.63806, 1.13072, -2.55935], [0.00345, 2.94983, -3.86949], [-0.82396, 4.00965, -3.97066], [-0.09828, 2.27204, -5.01221], [1.28379, 3.30815, -3.74919], [0.07372, 3.86543, -0.94913], [-0.79502, 4.41417, 0.05176], [-2.18459, 4.08819, -0.37602], [-3.12268, 4.65012, 0.02684], [-2.07883, 3.09937, -1.22075], [0.12488, 0.49067, 3.83026], [0.22222, -0.54967, 5.27059], [0.48206, -1.20595, 3.65115], [-1.88774, 1.20812, 3.94308], [-3.13959, 0.18084, 4.57600], [-3.04705, 1.10311, 1.95294], [-4.07009, -0.14364, 2.59932], [-2.33354, -1.89462, 2.01179], [-3.10564, -1.06131, 0.67484], [-0.47834, -1.43874, 0.71574], [-0.47770, 0.02322, 1.65418], [-2.23110, 0.40430, -0.56933], [-0.68098, -0.27015, -1.19227], [-0.77161, 2.06286, 0.77822], [0.60731, 1.43046, -0.07045], [1.06690, 3.60325, -0.60608], [0.19891, 4.63575, -1.70982], [-1.74102, 5.39037, -6.82220], [-1.77884, 6.36432, -6.71026], [-2.63813, 5.01221, -6.96714], [-1.28226, 4.95395, -6.07026], [-0.39000, -4.96193, 2.94583], [-1.85047, -6.22716, 2.94307], [-3.17145, -5.53439, 2.67825], [-3.80039, -4.59971, 4.24628], [-1.82650, -6.74986, 3.89822], [-1.61155, -6.93148, 2.14763], [-3.94701, -6.25716, 2.45124], [-3.11653, -4.80622, 1.86971], [3.98858, -5.81376, 3.85039], [3.21755, -5.05373, 4.99978], [3.60110, -3.79039, 4.99529], [5.06063, -5.77772, 4.01919], [3.66922, -6.85424, 3.84841], [3.75905, -5.37243, 2.88426], [3.43155, -5.63140, 5.91628], [2.14635, -5.23979, 4.80682], [5.25530, -2.06615, 3.07691], [5.80734, -1.07068, 3.48307], [4.87906, -2.23208, 1.92712], [5.07054, -3.02115, 3.95393], [3.05678, 1.91220, -6.70948], [3.11795, 2.28276, -8.60582], [2.92024, 0.06185, -6.30276], [4.59090, 2.73785, -5.83840], [2.17759, 2.39566, -6.31083], [-0.30113, 1.49274, -8.08699], [-0.51021, 1.73078, -7.18031], [0.30286, 2.17625, -8.39668], [-0.27129, 5.35316, 1.01526], [1.04444, 6.13983, 2.01019], [2.25509, 6.77400, 2.87434], [-3.41502, -7.85549, 1.24487], [-0.85886, -2.21280, -2.20853], [4.64335, 5.20727, -7.20259]],
  "mulliken_charge": [-0.800, -0.359, -0.534, -0.413, -0.883, -0.669, -0.094, -1.758, 1.118, 0.968, -0.255, -0.289, 0.472, -0.301, -0.222, -0.238, -1.037, 0.415, 0.430, -0.361, -0.302, 0.315, 0.291, 0.268, 0.291, 0.399, 0.102, 0.457, 0.231, 0.588, 0.468, 0.247, 0.416, -0.241, 0.698, 0.432, 0.609, 0.456, -0.402, 0.465, 0.477, 0.434, -0.059, -0.882, -1.291, -0.043, 0.548, 0.377, 0.448, 0.800, -0.993, 0.184, -0.175, 0.348, 0.363, 0.305, 0.268, 0.058, 1.009, -0.485, -0.556, -0.324, 0.302, -0.015, 0.121, 0.004, -0.163, -0.551, 0.308, 0.270, -0.965, 1.543, -0.616, 1.062, -0.813, 0.726],
  "charge": 3,
  "e_tot_ev": -510836.0805
}